Computed, not measured: a structure of composition C23H24N8ORe at a distorted geometry, with ωB97M-V with the def2-TZVPD basis set.

Properties
HOMO level (spin up / spin down): -19.018 / -18.940 eV
charge: +4
2S+1: 4
DFT total energy: -40294.400 eV
orbital gap (spin up / spin down): 3.372 / 3.398 eV
maximum force: 0.03301 hartree/bohr

Element x y z (Å)
Re1 -0.169 -0.037 0.245
C1 -3.659 -0.635 -2.230
C2 -2.625 -0.039 -1.510
N1 -1.688 -0.810 -0.933
C3 -1.757 -2.161 -1.087
C4 -2.819 -2.708 -1.790
N2 -3.754 -1.949 -2.347
C5 -0.595 -2.869 -0.539
C6 -0.349 -4.222 -0.578
C7 0.867 -4.740 -0.088
C8 1.829 -3.801 0.348
C9 1.537 -2.460 0.356
N3 0.311 -1.996 -0.023
C10 2.460 -1.350 0.628
C11 3.800 -1.417 0.965
N4 4.545 -0.323 1.082
C12 3.994 0.858 0.863
C13 2.642 0.979 0.535
N5 1.887 -0.128 0.437
C14 1.149 -6.190 -0.078
C15 2.198 -6.708 0.702
C16 2.427 -8.075 0.696
N6 1.678 -8.867 -0.047
C17 0.682 -8.436 -0.799
C18 0.376 -7.085 -0.837
H1 -4.417 -0.025 -2.710
H2 -2.551 1.034 -1.394
H3 -2.915 -3.780 -1.921
H4 -1.101 -4.884 -0.983
H5 2.821 -4.128 0.623
H6 4.294 -2.367 1.136
H7 4.623 1.738 0.940
H8 2.178 1.940 0.349
H9 2.812 -6.091 1.342
H10 3.212 -8.529 1.293
H11 0.131 -9.168 -1.381
H12 -0.425 -6.765 -1.488
C19 -1.147 4.243 0.369
N7 -1.622 3.599 1.605
C20 -1.919 4.539 2.709
C21 -1.731 2.300 1.741
O1 -0.998 1.538 0.880
N8 -2.478 1.651 2.616
C22 -2.149 0.292 3.044
C23 -3.731 2.208 3.173
H13 -1.789 5.099 0.172
H14 -1.203 3.562 -0.474
H15 -0.126 4.598 0.508
H16 -1.142 5.301 2.693
H17 -1.888 4.023 3.663
H18 -2.885 5.018 2.559
H19 -1.071 0.116 3.001
H20 -2.702 -0.451 2.462
H21 -2.435 0.180 4.089
H22 -4.081 3.028 2.554
H23 -3.591 2.538 4.201
H24 -4.475 1.414 3.153



Computed, not measured: a structure of composition C23H24O3PRh, with ωB97M-V with the def2-TZVPD basis set.

Properties
HOMO level: -14.564 eV
relative energy (zero: lowest compared OMol25 entry of this formula, charge and spin): 4.3 kcal per mole
charge: +2
DFT total energy: -42662.650 eV
orbital gap: 6.366 eV
maximum force: 0.01878 hartree/bohr

Element x y z (Å)
Rh1 0.614 -1.427 -0.073
C1 2.908 -3.738 -1.548
O1 1.949 -3.405 -0.543
C2 2.328 -3.892 0.742
C3 1.181 -3.698 1.698
O2 0.875 -2.271 1.774
C4 -0.072 -1.963 2.831
H1 2.995 -4.822 -1.631
H2 3.887 -3.311 -1.315
H3 2.539 -3.339 -2.489
H4 3.221 -3.368 1.100
H5 2.550 -4.962 0.687
H6 1.463 -4.011 2.703
H7 0.282 -4.226 1.373
H8 0.351 -2.317 3.769
H9 -1.025 -2.456 2.635
H10 -0.178 -0.881 2.852
O3 -1.274 -2.547 -0.382
C5 -1.308 -1.386 -0.047
C6 -2.353 -0.443 0.162
C7 -3.669 -0.920 0.000
C8 -4.733 -0.065 0.178
C9 -4.500 1.266 0.506
C10 -3.204 1.745 0.655
C11 -2.105 0.912 0.484
P1 -0.470 1.620 0.928
C12 -0.485 3.250 0.138
C13 0.075 4.301 0.865
C14 0.150 5.570 0.308
C15 -0.339 5.789 -0.971
C16 -0.904 4.745 -1.695
C17 -0.982 3.478 -1.148
C18 0.657 0.706 -0.206
C19 0.384 0.239 -1.534
C20 1.361 -0.389 -2.294
C21 2.719 -0.467 -1.865
C22 3.001 -0.094 -0.588
C23 1.935 0.357 0.280
H11 -3.825 -1.957 -0.264
H12 -5.745 -0.427 0.062
H13 -5.333 1.940 0.649
H14 -3.059 2.786 0.911
H15 0.443 4.132 1.869
H16 0.582 6.383 0.874
H17 -0.288 6.778 -1.408
H18 -1.293 4.926 -2.689
H19 -1.445 2.678 -1.713
H20 -0.603 0.384 -1.954
H21 1.088 -0.768 -3.272
H22 3.480 -0.843 -2.532
H23 4.002 -0.176 -0.185
H24 2.171 0.584 1.313



Computed, not measured: a structure of composition C23H25AuF6NO4PS2, with ωB97M-V with the def2-TZVPD basis set.

Properties
HOMO level: -9.003 eV
relative energy (zero: lowest compared OMol25 entry of this formula, charge and spin): 0.0 kcal per mole
DFT total energy: -84890.973 eV
orbital gap: 6.538 eV
maximum force: 0.00931 hartree/bohr

Element x y z (Å)
Au1 -0.543 -0.962 -0.909
F1 -0.977 2.500 -0.138
C1 -0.911 3.291 -1.219
F2 -2.156 3.612 -1.571
F3 -0.264 4.403 -0.882
S1 -0.080 2.413 -2.617
O1 -0.656 1.084 -2.583
O2 -0.368 3.216 -3.763
N1 1.409 2.516 -2.188
S2 2.485 1.427 -1.901
O3 3.704 1.693 -2.597
O4 2.009 0.067 -1.875
C2 2.888 1.813 -0.142
F4 3.576 2.946 -0.038
F5 1.780 1.926 0.599
F6 3.629 0.822 0.370
C3 -2.326 -0.773 -4.523
C4 -2.066 -2.151 -3.921
P1 -0.590 -2.274 -2.845
C5 0.839 -1.937 -3.923
C6 1.072 -2.876 -5.101
C7 -0.522 -4.055 -2.394
C8 -1.038 -5.070 -3.412
H1 -3.274 -0.781 -5.061
H2 -1.545 -0.496 -5.232
H3 -2.362 0.001 -3.763
H4 -1.961 -2.895 -4.714
H5 -2.915 -2.464 -3.306
H6 1.709 -1.890 -3.266
H7 0.703 -0.906 -4.260
H8 1.343 -3.879 -4.768
H9 1.895 -2.501 -5.710
H10 0.195 -2.955 -5.745
H11 -1.082 -4.151 -1.462
H12 0.523 -4.247 -2.133
H13 -2.111 -4.960 -3.566
H14 -0.863 -6.083 -3.048
H15 -0.553 -4.977 -4.382
C9 -0.437 -0.268 0.925
C10 -0.367 0.191 2.073
C11 -0.178 0.712 3.313
C12 -1.349 1.064 4.119
C13 -1.325 0.946 5.513
C14 -2.458 1.234 6.252
C15 -3.615 1.660 5.613
C16 -3.647 1.781 4.229
C17 -2.526 1.470 3.483
C18 1.181 0.927 3.797
C19 1.459 1.963 4.700
C20 2.761 2.210 5.092
C21 3.795 1.421 4.603
C22 3.529 0.395 3.704
C23 2.233 0.156 3.293
H16 -0.429 0.595 6.007
H17 -2.441 1.122 7.328
H18 -4.496 1.895 6.195
H19 -4.549 2.112 3.733
H20 -2.539 1.554 2.403
H21 0.659 2.599 5.054
H22 2.973 3.026 5.769
H23 4.813 1.616 4.911
H24 4.337 -0.205 3.309
H25 2.019 -0.625 2.575



Computed, not measured: a structure of composition C23H25AuNO4PSb, with ωB97M-V with the def2-TZVPD basis set.

Properties
HOMO level: -11.090 eV
charge: +1
DFT total energy: -53448.251 eV
orbital gap: 6.193 eV
maximum force: 0.00938 hartree/bohr

Element x y z (Å)
Au1 -0.369 -0.358 -0.080
O1 -1.923 -2.308 3.038
C1 -1.599 -1.946 1.946
O2 -1.023 -0.758 1.748
C2 -1.859 -2.801 0.724
C3 -2.559 -3.987 0.830
C4 -2.799 -4.709 -0.331
C5 -2.342 -4.221 -1.546
C6 -1.645 -3.023 -1.567
N1 -1.413 -2.349 -0.446
H1 -2.897 -4.313 1.803
H2 -3.343 -5.642 -0.288
H3 -2.518 -4.754 -2.468
H4 -1.255 -2.593 -2.481
O3 0.731 -0.777 -3.834
C7 0.990 -0.352 -2.741
O4 -0.020 0.093 -1.977
C8 2.447 -0.246 -2.326
P1 3.131 0.203 -0.684
C9 2.415 1.863 -0.373
C10 2.598 2.470 0.876
C11 2.330 3.820 1.063
C12 1.889 4.599 0.004
C13 1.688 4.012 -1.234
C14 1.936 2.656 -1.421
C15 2.272 -1.004 0.406
C16 1.711 -2.190 -0.104
C17 1.309 -3.221 0.754
C18 1.418 -3.074 2.118
C19 1.963 -1.904 2.642
C20 2.404 -0.899 1.805
H5 2.898 0.466 -3.022
H6 2.910 -1.195 -2.602
H7 3.007 1.908 1.699
H8 2.503 4.267 2.033
H9 1.721 5.659 0.139
H10 1.359 4.615 -2.072
H11 1.788 2.235 -2.405
H12 1.646 -2.357 -1.171
H13 0.907 -4.136 0.336
H14 1.100 -3.867 2.780
H15 2.066 -1.790 3.712
H16 2.882 -0.035 2.236
C21 -1.212 3.350 1.626
Sb1 -1.556 1.850 0.197
C22 -1.755 2.776 -1.679
C23 -3.505 1.177 0.638
H17 -2.053 4.028 1.479
H18 -0.270 3.849 1.429
H19 -1.228 2.935 2.629
H20 -2.615 3.441 -1.628
H21 -1.899 2.005 -2.430
H22 -0.857 3.339 -1.907
H23 -4.201 1.999 0.480
H24 -3.553 0.841 1.671
H25 -3.752 0.354 -0.027



Computed, not measured: a structure of composition C23H25BaN2OS at a distorted geometry, with ωB97M-V with the def2-TZVPD basis set.

Properties
HOMO level (spin up / spin down): -4.045 / -4.045 eV
relative energy (zero: lowest compared OMol25 entry of this formula, charge and spin): 16.3 kcal per mole
charge: -1
DFT total energy: -40815.999 eV
orbital gap (spin up / spin down): 5.866 / 5.850 eV
maximum force: 0.07529 hartree/bohr

Element x y z (Å)
C1 0.400 -2.375 2.897
C2 0.663 -1.003 2.650
C3 -0.535 -0.397 2.188
H1 1.605 -0.487 2.842
C4 -1.550 -1.403 2.159
C5 -0.970 -2.625 2.603
H2 -2.603 -1.238 1.932
C6 3.360 -2.382 -0.667
C7 3.294 -1.606 0.519
C8 2.715 -0.351 0.186
H3 3.646 -1.916 1.509
C9 2.391 -0.352 -1.200
C10 2.791 -1.625 -1.729
H4 -0.684 0.669 2.015
H5 -1.498 -3.571 2.753
H6 1.111 -3.097 3.303
H7 2.723 -1.926 -2.776
H8 2.597 0.492 0.859
H9 3.802 -3.373 -0.757
Ba1 0.118 -2.230 -0.295
C11 1.624 0.713 -1.972
C12 2.088 0.671 -3.436
C13 1.836 2.096 -1.354
H10 3.177 0.824 -3.487
H11 1.591 1.446 -4.025
H12 1.860 -0.298 -3.900
H13 2.905 2.337 -1.294
H14 1.413 2.172 -0.346
H15 1.348 2.855 -1.973
C14 0.108 0.306 -1.839
C15 -0.969 0.914 -2.721
H16 -0.199 0.440 -0.784
H17 0.056 -0.761 -2.174
O1 -0.845 0.828 -3.935
N1 -2.109 1.441 -2.127
C16 -2.855 0.806 -1.020
H18 -2.718 1.826 -2.850
C17 -2.853 1.655 0.225
C18 -3.629 1.287 1.335
H19 -4.299 0.424 1.246
C19 -3.532 2.002 2.534
H20 -4.120 1.684 3.401
C20 -2.691 3.122 2.613
H21 -2.612 3.672 3.552
C21 -1.969 3.533 1.487
H22 -1.334 4.419 1.525
C22 -2.067 2.808 0.290
H23 -1.533 3.131 -0.608
H24 -2.481 -0.212 -0.799
H25 -3.901 0.661 -1.329
S1 2.669 -6.189 1.699
C23 1.703 -5.251 0.860
N2 0.964 -4.564 0.211



Computed, not measured: a structure of composition C23H25BrMnN3O5S2 at a distorted geometry, with ωB97M-V with the def2-TZVPD basis set.

Properties
HOMO level (spin up / spin down): -4.392 / -5.095 eV
relative energy (zero: lowest compared OMol25 entry of this formula, charge and spin): 23.4 kcal per mole
charge: -1
2S+1: 6
DFT total energy: -162001.312 eV
orbital gap (spin up / spin down): 6.862 / 7.566 eV
maximum force: 0.10970 hartree/bohr

Element x y z (Å)
Mn1 -0.148 -0.114 0.254
N1 2.178 0.131 0.173
C1 2.494 -0.192 -1.159
C2 2.954 0.848 -2.047
C3 3.322 0.573 -3.324
C4 3.294 -0.784 -3.791
C5 2.756 -1.816 -2.946
C6 2.297 -1.486 -1.662
C7 1.614 -2.525 -0.894
C8 2.082 -3.858 -0.877
C9 1.321 -4.891 -0.391
C10 0.117 -4.566 0.267
C11 -0.362 -3.238 0.218
C12 0.398 -2.155 -0.286
H1 2.378 1.097 0.465
H2 2.416 -0.637 0.755
H3 2.964 1.834 -1.628
H4 3.647 1.331 -4.006
H5 3.682 -0.957 -4.755
H6 2.535 -2.694 -3.383
H7 2.913 -4.146 -1.466
H8 1.708 -5.865 -0.492
H9 -0.607 -5.339 0.648
H10 -1.253 -3.081 0.730
Br1 -3.388 6.480 2.704
C13 -1.580 5.831 2.390
C14 -0.517 6.731 2.530
N2 0.737 6.423 2.134
C15 0.909 5.211 1.649
C16 -0.036 4.236 1.591
C17 -1.340 4.568 1.932
C18 0.468 2.847 1.061
O1 1.699 2.812 0.906
O2 -0.405 1.963 0.884
H11 -0.673 7.734 2.904
H12 1.875 5.060 1.135
H13 -2.137 3.860 1.695
C19 -0.250 2.554 -2.229
O3 -0.733 1.249 -1.880
H14 -0.872 3.062 -3.017
H15 0.706 2.371 -2.570
H16 -0.186 3.191 -1.315
H17 -1.591 1.210 -1.469
C20 -3.785 -2.513 -2.342
O4 -3.365 -1.357 -1.647
C21 -3.669 -1.254 -0.324
S1 -4.616 -2.323 0.476
S2 -2.890 0.080 0.402
H18 -3.640 -3.409 -1.692
H19 -3.171 -2.603 -3.205
H20 -4.905 -2.429 -2.476
C22 0.049 -2.720 3.608
C23 -0.769 -1.634 3.006
N3 -2.102 -1.566 3.205
O5 -0.143 -0.798 2.386
H21 -0.431 -3.692 3.477
H22 0.278 -2.555 4.631
H23 0.950 -2.894 3.016
H24 -2.628 -2.369 3.428
H25 -2.549 -0.829 2.610